# 1
Entry from OMol25: a 5-piece molecular cluster, C4H19N3O4 overall (ωB97M-V/def2-TZVPD).

Cartesian coordinates (Å):
1 O 3.178 2.034 -1.142
2 O -1.353 -2.500 1.646
3 H 1.349 -0.915 2.160
4 H -1.044 0.984 0.383
5 H 0.810 0.320 -2.066
6 H 0.609 1.794 2.119
7 O 1.144 -1.788 2.543
8 H -0.589 -0.078 1.693
9 H -3.233 0.451 -1.942
10 H -0.066 -1.592 0.058
11 H 2.997 1.247 -1.675
12 H 3.031 1.714 -0.235
13 C -2.339 -0.076 -1.603
14 C 0.330 -0.611 -0.182
15 H 1.461 2.987 -1.340
16 H 0.026 2.377 -1.639
17 C 0.011 -0.311 -1.660
18 N -2.609 -1.210 -0.876
19 H 1.264 -1.669 3.497
20 H -1.468 -3.424 1.850
21 H -1.894 -1.596 -0.268
22 H 0.956 2.140 0.586
23 N -1.217 0.383 -1.968
24 H 1.410 -0.708 -0.064
25 H -0.480 -2.229 2.003
26 C -0.202 0.434 0.809
27 N 0.862 1.361 1.237
28 H -3.540 -1.357 -0.524
29 O 0.490 3.071 -1.148
30 H 0.106 -1.233 -2.251

## Properties
Energy relative to the best compared isomer or geometry (same formula, charge and spin): 0.0 kJ/mol
HOMO-LUMO gap: 9.5 eV
Net charge: 0
SMILES: N/C=N\CCCN.O.O.O.O
DFT total energy: -17116.734 eV

Listed below, in e, are the natural (NBO) charges computed for each atom: atom 1 (O): -0.948, atom 2 (O): -0.994, atom 3 (H): 0.499, atom 4 (H): 0.201, atom 5 (H): 0.168, atom 6 (H): 0.358, atom 7 (O): -0.956, atom 8 (H): 0.194, atom 9 (H): 0.169, atom 10 (H): 0.218, atom 11 (H): 0.474, atom 12 (H): 0.487, atom 13 (C): 0.299, atom 14 (C): -0.457, atom 15 (H): 0.495, atom 16 (H): 0.490, atom 17 (C): -0.249, atom 18 (N): -0.841, atom 19 (H): 0.484, atom 20 (H): 0.475, atom 21 (H): 0.416, atom 22 (H): 0.397, atom 23 (N): -0.542, atom 24 (H): 0.210, atom 25 (H): 0.503, atom 26 (C): -0.250, atom 27 (N): -0.902, atom 28 (H): 0.391, atom 29 (O): -0.987, atom 30 (H): 0.198

# 2
Entry from OMol25: a 5-piece molecular cluster, C4H19NO5 overall (ωB97M-V/def2-TZVPD).

Cartesian coordinates (Å):
1 C -0.969 -2.425 1.758
2 H 2.922 -0.665 1.082
3 H -1.033 3.197 -0.466
4 H 1.495 -0.516 -1.331
5 H -2.726 -1.357 1.133
6 H -1.716 -0.435 2.243
7 H -0.051 1.298 -1.112
8 H 0.930 1.858 1.224
9 H -2.659 -0.002 -1.057
10 O 2.396 -0.743 -1.043
11 H -1.306 1.259 -2.371
12 H 0.889 -1.689 -2.941
13 H 2.907 -0.188 -1.620
14 C -1.687 -1.122 1.391
15 H -2.563 1.064 0.295
16 H 0.134 0.656 1.534
17 O 3.432 -0.259 1.812
18 H -0.320 -0.852 -3.476
19 O 0.410 -0.853 -2.889
20 H -0.341 -2.265 2.649
21 H -0.583 -1.045 -0.340
22 H 2.801 0.429 2.099
23 C -1.928 0.495 -0.392
24 O 0.776 1.260 1.968
25 C -1.122 1.428 -1.311
26 O -1.501 2.810 -1.203
27 N -1.008 -0.387 0.300
28 H -1.636 -3.267 1.793
29 H -0.067 -2.652 1.174

## Properties
Energy relative to the best compared isomer or geometry (same formula, charge and spin): 113.5 kJ/mol
HOMO-LUMO gap: 9.8 eV
Net charge: 0
SMILES: CCNCCO.O.O.O.O
DFT total energy: -16183.089 eV

Listed below, in e, are the natural (NBO) charges computed for each atom: atom 1 (C): -0.651, atom 2 (H): 0.480, atom 3 (H): 0.463, atom 4 (H): 0.482, atom 5 (H): 0.173, atom 6 (H): 0.193, atom 7 (H): 0.161, atom 8 (H): 0.457, atom 9 (H): 0.172, atom 10 (O): -0.959, atom 11 (H): 0.173, atom 12 (H): 0.494, atom 13 (H): 0.473, atom 14 (C): -0.223, atom 15 (H): 0.214, atom 16 (H): 0.491, atom 17 (O): -0.970, atom 18 (H): 0.487, atom 19 (O): -0.971, atom 20 (H): 0.231, atom 21 (H): 0.371, atom 22 (H): 0.482, atom 23 (C): -0.261, atom 24 (O): -0.967, atom 25 (C): -0.063, atom 26 (O): -0.720, atom 27 (N): -0.655, atom 28 (H): 0.221, atom 29 (H): 0.219

# 3
Entry from OMol25: a 7-piece molecular cluster, C4H19NO8 overall (ωB97M-V/def2-TZVPD).

Cartesian coordinates (Å):
1 H -1.322 -2.420 -2.329
2 O 0.401 0.404 -3.321
3 H -0.283 -3.297 -3.206
4 H -1.417 0.067 -2.627
5 H -0.342 -1.235 4.046
6 H 0.284 4.280 -2.238
7 C 0.038 -0.328 3.560
8 H -0.382 1.118 0.445
9 H 1.158 -0.151 3.687
10 H 0.766 2.831 -1.672
11 C 0.502 2.224 1.964
12 O -2.051 0.220 -1.849
13 O 1.216 -3.767 -0.043
14 H 0.324 -3.654 0.118
15 H 2.145 0.933 1.461
16 O 2.796 2.876 1.526
17 O 0.268 3.641 -1.479
18 H 0.420 2.271 3.038
19 O -0.891 -2.458 -3.288
20 C -0.298 -0.213 2.035
21 H 1.672 -3.339 0.713
22 H -1.389 -2.375 -0.115
23 H 0.471 0.472 -4.276
24 H -0.609 0.418 3.969
25 O -1.785 -3.010 -0.712
26 O -0.957 -1.096 1.495
27 H -2.820 0.621 -2.211
28 H 0.188 3.185 1.468
29 C 1.963 1.994 1.571
30 N -0.235 1.084 1.407
31 H -2.684 -3.260 -0.378
32 H 0.254 -0.590 -3.157

## Properties
Energy relative to the best compared isomer or geometry (same formula, charge and spin): 168.2 kJ/mol
HOMO-LUMO gap: 10.2 eV
Net charge: 0
SMILES: CC(=O)NCC=O.O.O.O.O.O.O
DFT total energy: -22325.622 eV

Listed below, in e, are the natural (NBO) charges computed for each atom: atom 1 (H): 0.518, atom 2 (O): -0.977, atom 3 (H): 0.480, atom 4 (H): 0.492, atom 5 (H): 0.251, atom 6 (H): 0.483, atom 7 (C): -0.722, atom 8 (H): 0.416, atom 9 (H): 0.228, atom 10 (H): 0.486, atom 11 (C): -0.348, atom 12 (O): -0.973, atom 13 (O): -0.937, atom 14 (H): 0.471, atom 15 (H): 0.101, atom 16 (O): -0.494, atom 17 (O): -0.968, atom 18 (H): 0.229, atom 19 (O): -1.017, atom 20 (C): 0.691, atom 21 (H): 0.465, atom 22 (H): 0.511, atom 23 (H): 0.477, atom 24 (H): 0.235, atom 25 (O): -0.982, atom 26 (O): -0.647, atom 27 (H): 0.467, atom 28 (H): 0.257, atom 29 (C): 0.430, atom 30 (N): -0.625, atom 31 (H): 0.496, atom 32 (H): 0.506

# 4
Entry from OMol25: a 6-piece molecular cluster, C4H20N8O6 overall (ωB97M-V/def2-TZVPD).

Cartesian coordinates (Å):
1 O 4.342 -3.016 2.347
2 H -2.814 -0.321 -3.784
3 H 2.428 -1.943 0.106
4 N 2.802 -2.665 0.711
5 H -5.541 -0.774 0.389
6 H 0.647 -0.360 -1.238
7 O -0.426 -0.338 -2.792
8 H 3.456 -0.254 1.001
9 H -0.889 2.610 -3.856
10 N 3.797 -0.877 1.708
11 H 0.555 1.790 -3.275
12 O 1.403 -0.474 -0.633
13 O -4.257 -0.912 -1.854
14 C -0.872 0.693 2.753
15 H -1.856 -0.720 -1.281
16 H 4.554 -0.569 2.297
17 N -1.093 1.507 3.813
18 H 0.641 -0.069 1.694
19 O 3.514 1.563 -0.674
20 H -2.715 1.333 -4.241
21 N -0.431 1.812 -3.462
22 H 3.172 2.461 -0.735
23 H -2.174 -0.521 0.476
24 C -1.044 0.595 -3.312
25 H -2.011 1.615 4.207
26 O -1.756 0.030 2.223
27 H -0.378 1.969 4.343
28 C 3.686 -2.246 1.661
29 N -2.308 0.550 -3.769
30 H -4.061 -0.510 1.277
31 H 4.266 1.625 -0.075
32 H 2.496 -3.616 0.674
33 H 2.051 0.177 -0.945
34 N -4.554 -0.611 0.407
35 N 0.434 0.648 2.377
36 N -2.458 -0.682 -0.480
37 C -3.793 -0.737 -0.728
38 H 1.187 1.234 2.674

## Properties
Energy relative to the best compared isomer or geometry (same formula, charge and spin): 0.0 kJ/mol
HOMO-LUMO gap: 9.0 eV
Net charge: 0
SMILES: NC(N)=O.NC(N)=O.NC(N)=O.NC(N)=O.O.O
DFT total energy: -28683.119 eV

Listed below, in e, are the natural (NBO) charges computed for each atom: atom 1 (O): -0.664, atom 2 (H): 0.440, atom 3 (H): 0.417, atom 4 (N): -0.859, atom 5 (H): 0.401, atom 6 (H): 0.514, atom 7 (O): -0.724, atom 8 (H): 0.391, atom 9 (H): 0.391, atom 10 (N): -0.876, atom 11 (H): 0.403, atom 12 (O): -1.006, atom 13 (O): -0.716, atom 14 (C): 0.791, atom 15 (H): 0.414, atom 16 (H): 0.395, atom 17 (N): -0.838, atom 18 (H): 0.429, atom 19 (O): -0.955, atom 20 (H): 0.389, atom 21 (N): -0.848, atom 22 (H): 0.482, atom 23 (H): 0.423, atom 24 (C): 0.789, atom 25 (H): 0.403, atom 26 (O): -0.704, atom 27 (H): 0.388, atom 28 (C): 0.772, atom 29 (N): -0.814, atom 30 (H): 0.399, atom 31 (H): 0.483, atom 32 (H): 0.406, atom 33 (H): 0.487, atom 34 (N): -0.858, atom 35 (N): -0.845, atom 36 (N): -0.870, atom 37 (C): 0.779, atom 38 (H): 0.393

# 5
Entry from OMol25: C4H21CdO7 as an isolated structure (ωB97M-V/def2-TZVPD).

Cartesian coordinates (Å):
1 H 22.197 18.341 -16.093
2 H 15.029 15.105 -16.130
3 H 21.152 20.188 -19.554
4 H 19.572 22.276 -18.023
5 H 15.314 17.470 -16.887
6 O 19.916 16.832 -15.628
7 O 17.169 16.639 -16.732
8 H 16.012 16.880 -18.425
9 C 20.897 17.247 -14.672
10 O 18.714 21.837 -17.938
11 H 20.531 18.136 -14.148
12 C 22.230 17.502 -15.389
13 H 19.381 17.615 -15.826
14 H 19.237 19.209 -16.196
15 H 18.204 19.935 -15.341
16 H 18.279 22.286 -17.196
17 O 20.509 19.530 -19.251
18 H 17.562 17.520 -16.680
19 H 21.003 18.694 -19.209
20 H 22.990 17.794 -14.659
21 C 15.896 16.662 -17.355
22 H 20.991 16.428 -13.959
23 H 15.761 14.534 -17.613
24 C 15.184 15.351 -17.181
25 H 14.185 15.405 -17.616
26 O 16.389 20.054 -18.480
27 H 15.862 19.718 -17.738
28 H 22.572 16.640 -15.957
29 H 15.772 20.568 -19.020
30 O 17.860 20.298 -14.504
31 H 17.076 19.773 -14.310
32 Cd 18.525 19.868 -18.713
33 O 18.633 19.080 -16.921

## Properties
HOMO-LUMO gap: 7.2 eV
Net charge: +1
DFT total energy: -23377.272 eV

Listed below, in e, are the natural (NBO) charges computed for each atom: atom 1 (H): 0.174, atom 2 (H): 0.221, atom 3 (H): 0.522, atom 4 (H): 0.511, atom 5 (H): 0.127, atom 6 (O): -0.719, atom 7 (O): -0.741, atom 8 (H): 0.135, atom 9 (C): -0.074, atom 10 (O): -1.022, atom 11 (H): 0.160, atom 12 (C): -0.629, atom 13 (H): 0.457, atom 14 (H): 0.462, atom 15 (H): 0.464, atom 16 (H): 0.539, atom 17 (O): -1.017, atom 18 (H): 0.485, atom 19 (H): 0.544, atom 20 (H): 0.216, atom 21 (C): -0.052, atom 22 (H): 0.187, atom 23 (H): 0.222, atom 24 (C): -0.626, atom 25 (H): 0.214, atom 26 (O): -1.013, atom 27 (H): 0.538, atom 28 (H): 0.218, atom 29 (H): 0.519, atom 30 (O): -0.958, atom 31 (H): 0.476, atom 32 (Cd): 1.812, atom 33 (O): -1.351

# 6
Entry from OMol25: a 6-piece molecular cluster, C4H21NO6 overall (ωB97M-V/def2-TZVPD).

Cartesian coordinates (Å):
1 N -0.795 -0.136 -2.143
2 H -0.679 0.283 -1.231
3 O -2.540 3.265 4.193
4 C -0.106 -1.883 -3.722
5 H -1.504 1.925 2.334
6 H -3.148 3.943 3.899
7 O 0.444 2.122 5.684
8 H -0.783 -2.621 -3.292
9 H 4.056 -1.917 -3.206
10 H -3.398 -2.316 1.619
11 H -1.489 -0.833 -1.914
12 H -0.400 2.539 5.514
13 C 3.324 -1.416 -2.573
14 H 1.639 0.787 -2.311
15 H -0.748 -1.416 -4.469
16 H -3.089 2.494 4.331
17 O -3.509 -1.977 0.731
18 H 0.536 2.143 6.636
19 H 2.788 -2.060 -1.876
20 H -4.445 -2.068 0.555
21 C 0.327 -0.904 -2.582
22 C 1.376 0.026 -3.046
23 H 0.954 0.519 -3.922
24 H 3.912 -0.738 -1.954
25 O 2.587 -0.656 -3.483
26 O -1.173 1.281 1.707
27 H 0.688 -1.418 -1.691
28 H 2.019 1.029 3.603
29 H 0.749 -2.360 -4.200
30 O 2.350 0.793 2.737
31 H 1.678 1.104 2.130
32 H -1.617 0.466 1.943

## Properties
Energy relative to the best compared isomer or geometry (same formula, charge and spin): 203.8 kJ/mol
HOMO-LUMO gap: 9.0 eV
Net charge: 0
SMILES: COC[C@H](C)N.O.O.O.O.O
DFT total energy: -18262.751 eV

Listed below, in e, are the natural (NBO) charges computed for each atom: atom 1 (N): -0.830, atom 2 (H): 0.363, atom 3 (O): -0.951, atom 4 (C): -0.623, atom 5 (H): 0.479, atom 6 (H): 0.481, atom 7 (O): -0.948, atom 8 (H): 0.201, atom 9 (H): 0.193, atom 10 (H): 0.467, atom 11 (H): 0.350, atom 12 (H): 0.478, atom 13 (C): -0.253, atom 14 (H): 0.169, atom 15 (H): 0.215, atom 16 (H): 0.472, atom 17 (O): -0.938, atom 18 (H): 0.469, atom 19 (H): 0.167, atom 20 (H): 0.471, atom 21 (C): -0.080, atom 22 (C): -0.062, atom 23 (H): 0.193, atom 24 (H): 0.161, atom 25 (O): -0.553, atom 26 (O): -0.949, atom 27 (H): 0.161, atom 28 (H): 0.476, atom 29 (H): 0.227, atom 30 (O): -0.951, atom 31 (H): 0.474, atom 32 (H): 0.469

Sequential F_max output: 1.19, 2.13, 4.10, 1.61, 2.38, 1.89 eV Å⁻¹